No. 1
DFT (ωB97M-V/def2-TZVPD) results for a structure of composition C32H23AuN6O3.

Orbital gap (Ha): 0.205
Net charge: +2
LUMO (eV): -8.269
HOMO level (eV): -13.8

```
65
Properties=species:S:1:pos:R:3:forces:R:3:mulliken_charge:R:1
Au -0.00203 -0.71883 -1.86934 1.4 0.3 -0.5 1.15
C -1.15295 3.07019 -3.47737 -0.4 0.1 0.2 -0.57
C -0.43745 1.89365 -3.29552 0.3 -0.3 0.0 -0.17
N -0.90557 0.96327 -2.47087 -0.5 0.5 -0.2 -0.26
C -2.11455 1.13050 -1.86293 0.2 0.6 -0.4 0.56
C -2.79425 2.32481 -2.08595 0.0 -0.5 0.3 -0.07
N -2.30697 3.27991 -2.85789 0.2 0.2 -0.3 -0.49
C -2.54213 0.02693 -0.99835 -0.1 -0.7 0.2 -0.43
C -3.62790 -0.02179 -0.15535 0.0 0.1 -0.1 -0.19
C -3.83628 -1.13266 0.68406 0.2 0.0 -0.1 1.24
C -2.82234 -2.10799 0.71864 0.1 -0.1 0.0 -0.19
C -1.74414 -2.03110 -0.13277 -0.5 0.4 -0.3 -0.34
N -1.69832 -1.03086 -1.04405 -1.1 0.0 1.0 -0.14
C -0.54830 -2.87746 -0.15968 0.6 -0.5 0.1 0.54
C -0.31788 -4.02036 0.60118 -0.5 0.5 -0.1 -0.05
N 0.81883 -4.69176 0.54075 0.4 -0.2 -0.2 -0.50
C 1.75767 -4.27978 -0.30127 -0.3 -0.2 0.3 -0.53
C 1.57976 -3.14651 -1.08475 0.1 0.4 -0.2 -0.10
N 0.44967 -2.45449 -0.98785 0.0 -0.7 0.3 -0.27
C -5.04481 -1.25071 1.51604 -0.2 0.0 0.1 0.86
C -6.05487 -0.28695 1.46681 0.0 0.1 0.0 -0.56
C -7.19748 -0.46144 2.23659 0.4 -0.1 -0.2 -0.47
N -7.36054 -1.51555 3.01753 -0.6 -0.1 0.4 -0.51
C -6.41907 -2.44101 3.08799 0.3 0.2 -0.3 -0.48
C -5.24349 -2.35035 2.35436 0.0 -0.1 0.0 -0.54
H -0.78775 3.85577 -4.12579 0.1 0.0 0.0 0.45
H 0.50164 1.68829 -3.79290 0.0 0.0 0.1 0.71
H -3.75584 2.51020 -1.62116 0.0 0.0 0.0 0.44
H -4.29905 0.82253 -0.13147 0.0 0.0 0.0 0.38
H -2.85705 -2.91691 1.43157 -0.1 0.0 0.0 0.38
H -1.07640 -4.39371 1.27980 0.0 0.0 0.0 0.45
H 2.67227 -4.85603 -0.34753 0.0 0.1 -0.1 0.46
H 2.33238 -2.77752 -1.77012 0.0 0.0 0.0 0.52
H -5.98875 0.59444 0.84474 0.0 0.0 0.0 0.27
H -8.00070 0.26487 2.21932 0.0 0.0 0.0 0.39
H -6.60611 -3.28160 3.74482 0.0 0.0 0.0 0.40
H -4.51782 -3.14491 2.45571 0.0 0.0 0.0 0.28
O 1.12522 0.54050 -0.04601 0.1 0.1 0.1 -0.37
C 2.49946 0.81351 -0.42293 0.1 -0.1 -0.9 3.03
C 2.73720 0.35160 -1.92683 0.3 0.8 1.6 0.12
O 3.79382 0.60677 -2.42173 -0.3 -0.2 -0.3 -0.52
O 1.79418 -0.32477 -2.56784 -0.4 -0.5 -0.8 -0.73
C 3.44796 -0.02662 0.41108 0.1 -0.2 0.3 -0.94
C 4.81543 0.24464 0.39527 -0.1 0.0 -0.1 -0.23
C 5.68657 -0.52692 1.14513 0.0 0.0 0.0 -0.96
C 5.21213 -1.58721 1.90633 -0.1 -0.1 0.0 -0.48
C 3.85432 -1.86929 1.92193 0.1 0.0 0.0 -1.01
C 2.97685 -1.09186 1.17975 0.0 0.2 -0.1 -0.09
C 2.69999 2.31377 -0.31334 0.0 0.0 0.2 -0.49
C 2.96312 2.86232 0.94063 -0.1 0.0 -0.1 -0.24
C 2.94818 4.23806 1.11673 0.0 0.1 0.1 -0.91
C 2.68027 5.07847 0.04704 0.0 0.0 -0.1 -0.48
C 2.44912 4.53788 -1.21090 0.0 0.0 0.0 -1.15
C 2.45321 3.16293 -1.38670 0.0 0.0 0.0 -0.26
H 0.98799 0.91308 0.83615 0.1 0.1 -0.1 0.48
H 5.19127 1.05057 -0.22026 0.0 0.0 0.0 0.53
H 6.74502 -0.30403 1.13641 0.0 0.0 0.0 0.43
H 5.89648 -2.19177 2.48601 0.0 0.0 0.0 0.45
H 3.47706 -2.68727 2.52342 0.0 0.0 0.0 0.48
H 1.91444 -1.29987 1.22233 0.0 0.0 0.0 0.44
H 3.18461 2.21365 1.78054 0.0 0.0 0.0 0.43
H 3.14605 4.65550 2.09529 0.0 0.0 0.0 0.43
H 2.67159 6.15123 0.18475 0.0 0.0 0.0 0.43
H 2.28271 5.18919 -2.05965 0.0 0.0 0.0 0.45
H 2.31430 2.75092 -2.37959 0.0 0.0 0.0 0.58
```
Forces are in eV/Å.

***

No. 2
DFT (ωB97M-V/def2-TZVPD) results for a structure of composition C32H23ClF3N2O10PSTa.

Orbital gap (Ha): 0.264
Net charge: +1
Relative energy (zero: lowest compared OMol25 entry of this formula, charge and spin) (kcal/mol): 6.2
LUMO (eV): -3.616
HOMO level (eV): -10.8

```
74
Properties=species:S:1:pos:R:3:forces:R:3:mulliken_charge:R:1
Ta -1.22332 -0.76161 0.82695 0.3 0.1 -0.8 3.70
O -0.47085 -1.56480 -3.29594 -0.1 0.0 0.0 -0.40
C -0.97227 -1.40478 -2.13289 -0.1 0.0 -0.2 0.07
O -0.48175 -0.70547 -1.23651 0.1 -0.1 0.1 -0.11
C -2.24734 -2.10374 -1.81671 0.0 0.0 0.0 0.43
C -2.94832 -2.99282 -2.60226 0.0 0.0 0.0 -0.58
C -4.07208 -3.60125 -2.04509 0.0 0.0 0.0 -0.58
C -4.43466 -3.32701 -0.73451 0.0 0.0 0.0 -0.73
C -3.66603 -2.41984 -0.02535 0.0 0.1 0.0 0.39
N -2.63249 -1.81004 -0.57737 -0.1 -0.1 0.0 0.24
C -3.83714 -2.06109 1.43095 -0.1 0.1 0.0 0.21
O -4.74284 -2.44484 2.10153 0.0 0.0 0.0 -0.57
O -2.84999 -1.25130 1.83943 0.3 -0.2 0.0 -0.87
H 0.44648 -1.06017 -3.41000 0.0 0.0 0.1 -0.18
H -2.61363 -3.21274 -3.60562 0.0 0.0 0.0 0.64
H -4.64543 -4.30844 -2.62873 0.0 0.0 0.0 0.50
H -5.27366 -3.80407 -0.24791 0.0 0.0 0.0 0.57
C 3.98743 1.98344 1.07761 0.0 0.0 0.0 -0.49
C 3.13764 2.60476 0.17427 0.0 0.0 0.0 -0.70
C 1.77597 2.65537 0.43015 0.0 0.0 0.0 -0.31
C 1.27851 2.08680 1.59958 0.0 0.0 0.0 0.55
C 2.13189 1.45457 2.50608 0.0 0.0 0.0 -0.36
C 3.48791 1.40693 2.23987 0.0 0.0 0.0 -0.83
P -0.46662 2.04818 1.93000 -0.1 0.1 0.0 1.26
C -0.89048 3.10927 3.28519 0.0 0.0 0.0 0.54
C 0.02913 4.01198 3.81316 0.0 0.0 0.0 -0.37
C -0.35336 4.84329 4.85541 0.0 0.0 0.0 -0.70
C -1.64103 4.76651 5.36464 0.0 0.0 0.0 -0.47
C -2.55867 3.86326 4.83843 0.0 0.0 0.0 -0.72
C -2.18889 3.03527 3.79522 0.0 0.0 0.0 -0.60
C -1.45023 2.35627 0.47839 0.0 0.0 0.1 0.25
C -1.75071 3.62856 -0.00105 0.0 0.0 0.0 -0.41
C -2.58500 3.75097 -1.09681 0.0 0.0 0.0 -0.85
C -3.10485 2.60456 -1.68829 0.0 0.0 0.0 -1.04
C -2.78268 1.34553 -1.20376 0.0 0.0 0.0 -0.68
C -1.94426 1.17239 -0.09877 0.0 0.0 0.0 -0.13
H 5.04879 1.93783 0.87210 0.0 0.0 0.0 0.42
H 3.53064 3.03944 -0.73464 0.0 0.0 0.0 0.45
H 1.10582 3.11823 -0.28367 0.0 0.0 0.0 0.40
H 1.73497 0.97621 3.39414 0.0 0.0 0.0 0.42
H 4.15405 0.90819 2.93039 0.0 0.0 0.0 0.44
H 1.03597 4.06110 3.41837 0.0 0.0 0.0 0.41
H 0.35567 5.54520 5.27237 0.0 0.0 0.0 0.43
H -1.93459 5.41290 6.18107 0.0 0.0 0.0 0.40
H -3.55899 3.80598 5.24510 0.0 0.0 0.0 0.42
H -2.89785 2.32612 3.38399 0.0 0.0 0.0 0.38
H -1.35595 4.51077 0.49032 0.0 0.0 0.0 0.54
H -2.84290 4.72856 -1.48060 0.0 0.0 0.0 0.44
H -3.77373 2.69731 -2.53447 0.0 0.0 0.0 0.45
H -3.21659 0.48659 -1.70418 0.0 0.0 0.0 0.45
S 2.09839 -0.13880 -3.66181 0.0 0.1 0.0 -0.47
C 3.03748 -1.40419 -4.27447 0.1 -0.1 0.0 0.53
N 4.18366 -1.10075 -4.94154 0.0 0.0 0.0 -0.04
C 5.04948 -2.00964 -5.45445 0.0 0.0 0.0 -0.26
C 4.79725 -3.33674 -5.32697 0.0 0.0 0.0 -0.59
C 3.62285 -3.72109 -4.64871 0.0 0.0 0.0 -0.39
C 2.76725 -2.78688 -4.13697 0.0 0.0 0.0 -0.43
H 4.38239 -0.11459 -5.04761 0.0 0.0 0.0 0.25
H 5.91795 -1.60519 -5.95250 0.0 0.0 0.0 0.38
H 5.48364 -4.06294 -5.73285 0.0 0.0 0.0 0.41
H 3.40007 -4.77273 -4.52412 0.0 0.0 0.0 0.41
H 1.87815 -3.07908 -3.59877 0.0 0.0 0.0 0.43
O 0.76581 -1.71427 4.41424 0.1 0.0 -0.1 -0.57
Cl -0.08398 -2.38147 3.47874 -0.1 0.1 0.2 1.35
O -0.69692 -3.55917 3.99462 0.0 -0.1 0.0 -0.60
O 1.01228 -2.98585 2.32671 0.0 0.0 -0.2 -0.55
O -0.88821 0.58250 2.25869 0.0 0.0 0.2 -0.89
F 1.36539 -2.82494 -1.18596 0.0 0.0 0.0 -0.08
C 1.68783 -3.10743 0.09225 0.1 0.1 0.0 0.40
F 2.91848 -2.65050 0.31062 0.0 0.0 0.0 -0.24
F 1.68833 -4.43073 0.22138 0.0 0.0 0.0 -0.26
C 0.66668 -2.44603 1.04843 -0.1 -0.2 0.2 0.73
O -0.63101 -2.72723 0.69135 -0.1 -0.1 0.1 -0.75
O 0.74503 -1.07055 1.06010 -0.2 0.2 0.3 -0.49
```
Forces are in eV/Å.

***

No. 3
DFT (ωB97M-V/def2-TZVPD) results for a cluster of 3 separate species, C32H23ClFO8P in total.

Orbital gap (Ha): 0.308
Net charge: 0
LUMO (eV): -1.133
Structure (SMILES): O=C1c2ccccc2C(=O)c2ccccc21.O=C1c2ccccc2C(=O)c2ccccc21.O=C(OCCCF)OP(O)Cl
HOMO level (eV): -9.5

```
66
Properties=species:S:1:pos:R:3:forces:R:3:mulliken_charge:R:1
O 1.99407 0.09568 7.58110 -3.8 0.3 -3.2 -0.49
C 1.13962 0.06786 6.68091 2.7 -0.4 2.3 0.57
O 1.31258 -0.82268 5.58719 -1.2 0.6 2.2 -0.21
C 0.51033 -2.02438 5.72613 -1.2 -1.6 -1.1 -0.39
C 0.59622 -2.80980 4.31683 0.7 0.3 0.7 -0.48
C 2.08557 -3.00481 3.76935 -0.1 0.0 0.1 -0.25
F 2.04507 -2.94768 2.30911 -0.1 -0.4 2.4 -0.30
O -0.01733 0.92307 6.63665 1.7 -0.7 -1.8 -0.31
P -0.21196 1.26879 4.92712 1.2 0.2 -1.6 0.57
O 0.24739 2.89524 4.62812 -0.9 -1.4 0.8 -0.50
Cl -2.28332 0.99806 4.55674 0.8 0.9 0.9 -0.24
H -0.61662 -1.80972 5.88225 1.8 0.0 -0.1 0.30
H 0.82744 -2.71140 6.58325 0.0 1.3 -1.0 0.32
H 0.16929 -3.85235 4.51270 0.2 1.6 -0.6 0.33
H 0.00021 -2.19481 3.56535 0.8 -1.1 0.9 0.20
H 2.49357 -4.02479 4.10893 -0.6 1.5 -0.9 0.23
H 2.82939 -2.20720 4.09382 -1.2 -0.9 -0.4 0.24
H 0.98539 2.90106 3.96883 -0.9 -0.4 0.8 0.36
C 7.91883 -1.68574 -3.27420 -0.2 0.0 0.1 -0.47
C 7.46192 -1.00542 -4.40083 -0.2 0.0 0.1 -0.46
C 6.13739 -0.58892 -4.47328 0.3 0.0 -0.1 -0.51
C 5.26122 -0.86255 -3.42261 0.4 -0.1 -0.1 0.14
C 5.71278 -1.56510 -2.30524 0.3 0.0 -0.2 0.09
C 7.04723 -1.96639 -2.22805 0.2 0.0 -0.2 -0.51
C 4.78134 -1.90541 -1.20477 0.2 -0.5 0.8 0.59
O 5.17689 -2.51614 -0.22659 -0.1 0.2 -0.3 -0.67
C 3.36215 -1.49993 -1.31586 -0.4 0.1 0.0 0.23
C 2.46006 -1.86306 -0.31436 -0.1 0.0 0.0 -0.71
C 1.12710 -1.47467 -0.40447 0.2 0.0 -0.1 -0.76
C 0.69191 -0.71500 -1.48899 0.1 0.0 0.0 -0.19
C 1.58658 -0.35605 -2.49141 -0.2 0.0 0.1 -1.10
C 2.92156 -0.75612 -2.41165 -0.3 0.0 0.2 0.26
C 3.85715 -0.39914 -3.50141 -0.4 0.5 -0.7 0.61
O 3.47717 0.26185 -4.45325 0.1 -0.2 0.2 -0.67
H 8.95514 -2.00251 -3.21442 -0.1 0.0 0.0 0.39
H 8.13986 -0.79783 -5.22243 -0.1 0.0 0.1 0.39
H 5.78845 -0.05474 -5.35126 -0.1 0.0 0.2 0.46
H 7.40765 -2.50147 -1.35540 -0.2 0.1 -0.1 0.46
H 2.79092 -2.45059 0.53275 0.1 0.2 -0.3 0.84
H 0.42654 -1.76282 0.37282 0.1 0.0 -0.1 0.50
H -0.34726 -0.40617 -1.55512 0.1 0.0 -0.1 0.65
H 1.24096 0.23145 -3.33602 0.2 -0.1 0.0 0.48
C -3.38058 4.05302 1.40063 -0.1 -0.1 -0.1 -0.60
C -2.28418 3.28480 1.01554 -0.1 -0.1 -0.2 -0.58
C -2.40225 2.37806 -0.03131 0.1 0.1 0.2 -0.45
C -3.62186 2.22709 -0.69007 0.1 0.2 0.3 0.34
C -4.72666 2.97847 -0.28919 0.3 0.1 0.2 0.29
C -4.60060 3.90096 0.75088 0.2 0.0 0.1 -0.67
C -6.04002 2.79226 -0.94775 -0.8 0.5 0.3 0.59
O -7.00500 3.45073 -0.60083 0.3 -0.2 -0.1 -0.68
C -6.16403 1.78744 -2.02808 -0.1 -0.3 -0.3 0.18
C -7.40750 1.55952 -2.61907 -0.1 -0.1 -0.2 -0.56
C -7.53083 0.62702 -3.64365 0.1 0.1 0.2 -0.47
C -6.41199 -0.07420 -4.08795 0.1 0.1 0.1 -0.47
C -5.17246 0.14584 -3.49811 -0.2 -0.1 -0.1 -0.50
C -5.04800 1.07048 -2.46007 -0.3 -0.1 -0.2 0.17
C -3.73133 1.27140 -1.81498 0.8 -0.5 -0.3 0.41
O -2.75148 0.65462 -2.20021 -0.2 0.1 0.1 -0.65
H -3.28514 4.76721 2.21215 0.0 -0.1 -0.1 0.41
H -1.33543 3.39445 1.53099 -0.1 0.0 -0.1 0.51
H -1.54262 1.78626 -0.32983 -0.2 0.0 -0.1 0.55
H -5.45293 4.49810 1.05853 0.0 -0.2 -0.2 0.47
H -8.28276 2.10453 -2.28008 0.2 0.0 0.1 0.46
H -8.49984 0.44772 -4.09822 0.1 0.0 0.1 0.40
H -6.50757 -0.79643 -4.89231 0.0 0.1 0.1 0.41
H -4.30541 -0.40699 -3.84531 0.0 0.2 0.2 0.46
```
Forces are in eV/Å.

***

No. 4
DFT (ωB97M-V/def2-TZVPD) results for a structure of composition C32H23F5IrN4S3Se.

Orbital gap (spin up / spin down) (Ha): 0.215 / 0.215
Net charge: -1
2S+1: 5
LUMO (spin up / spin down) (eV): 2.344 / 0.984
HOMO level (spin up / spin down) (eV): -3.5 / -4.9

```
69
Properties=species:S:1:pos:R:3:forces:R:3:lowdin_spin:R:1
Ir 0.82209 -0.70492 0.17124 -0.2 0.4 0.6 1.27
C 3.32282 -0.99508 4.87076 0.0 0.1 -0.1 0.00
S 3.64505 0.46375 3.85854 0.0 0.0 0.0 0.03
C 2.74020 0.10790 2.38517 -0.1 0.0 0.1 0.09
S 1.39995 -1.04580 2.40056 0.1 0.0 -0.3 0.09
N 3.11435 0.80500 1.37174 -0.2 0.1 -0.3 -0.02
N 2.35055 0.59202 0.25941 0.2 0.2 -0.2 0.27
C 2.58945 1.27426 -0.87351 0.0 -0.1 0.2 0.21
C 1.85272 0.88930 -1.99823 0.0 -0.1 0.1 0.09
C 1.99088 1.47150 -3.28071 0.0 0.0 -0.1 0.06
C 1.30825 0.94764 -4.34034 0.0 0.0 0.0 0.04
C 0.47416 -0.17542 -4.14850 0.0 0.0 -0.1 0.11
C 0.33235 -0.68152 -2.88078 0.0 0.0 0.0 0.01
N 0.96695 -0.16416 -1.81830 0.0 0.1 -0.2 0.15
H 3.81673 -0.80403 5.82236 0.0 0.0 0.0 0.00
H 3.74272 -1.88558 4.40885 0.0 0.0 0.0 0.00
H 2.25664 -1.12687 5.03354 0.0 0.0 0.0 0.00
H 3.32874 2.06449 -0.88719 0.0 0.0 0.0 0.01
H 2.64543 2.32672 -3.39498 0.0 0.0 0.0 0.00
H 1.40861 1.39046 -5.32364 0.0 0.0 0.0 0.00
H -0.07145 -0.62091 -4.96859 0.0 0.0 0.0 0.01
H -0.32445 -1.51461 -2.66935 0.0 0.0 0.0 0.00
C 1.20016 7.56659 -0.79732 0.0 -0.1 0.0 0.00
C 0.80413 6.16430 -0.40571 0.0 0.0 -0.1 0.02
C -0.11994 5.43953 -1.14524 0.0 0.0 0.0 0.00
C -0.52032 4.15321 -0.78458 0.0 0.0 -0.2 0.02
C -1.52213 3.42644 -1.64302 0.0 0.1 0.1 0.01
C 0.02379 3.57209 0.36742 0.1 0.1 0.1 0.07
Se -0.55923 1.85283 1.01512 0.0 -0.2 0.0 0.67
C 0.97218 4.28317 1.12662 0.0 0.0 0.0 0.03
C 1.55281 3.73811 2.40459 0.0 0.1 0.0 0.02
C 1.34304 5.56204 0.72173 0.1 -0.1 0.0 0.00
H 0.72973 7.85939 -1.73749 0.0 0.0 0.0 0.00
H 2.28307 7.65624 -0.91719 0.0 0.0 0.0 0.00
H 0.89655 8.28593 -0.03253 0.0 0.0 0.0 0.00
H -0.54933 5.88424 -2.03910 0.0 0.0 0.0 0.00
H -1.75313 4.01090 -2.53497 0.0 0.0 0.0 0.00
H -2.45130 3.24036 -1.09429 0.1 0.0 0.0 0.00
H -1.14928 2.44949 -1.95170 0.0 0.0 0.0 0.00
H 1.69962 2.66430 2.36031 0.0 -0.1 0.0 0.01
H 0.88450 3.93932 3.24740 0.0 0.0 0.0 0.00
H 2.51701 4.20279 2.61943 0.0 0.0 0.0 0.00
H 2.07586 6.10335 1.31719 -0.1 0.0 0.0 0.00
N 0.23251 -10.61427 -0.04759 0.0 0.1 0.0 0.01
C 0.21002 -9.46364 -0.05032 0.0 0.3 0.0 0.00
C 0.18189 -8.01844 -0.05241 0.0 -0.3 0.1 0.02
C -0.26493 -7.32625 -1.17421 -0.1 0.1 -0.1 0.00
C -0.28395 -5.94346 -1.17495 0.0 0.0 0.0 0.02
C 0.14234 -5.21760 -0.05637 0.0 0.2 0.1 0.01
C 0.57357 -5.92901 1.07435 0.0 -0.1 -0.1 0.02
C 0.59749 -7.31103 1.07583 0.0 0.1 0.1 0.00
C 0.16464 -3.78739 -0.05252 -0.2 -0.2 -0.2 0.09
C 0.18685 -2.56762 -0.04538 0.2 -0.2 0.1 0.02
H -0.59530 -7.87811 -2.04492 0.0 0.0 0.0 0.00
H -0.63551 -5.40225 -2.04371 0.0 0.0 0.0 0.00
H 0.88941 -5.36973 1.94474 0.0 0.0 0.0 0.00
H 0.93668 -7.85375 1.94876 0.0 0.0 0.0 0.00
F -6.84773 -1.98832 1.67872 -0.1 0.0 0.1 0.01
C -5.72323 -1.50886 1.13954 -0.1 0.0 0.0 0.02
C -5.41018 -0.17212 1.24926 0.0 0.1 0.0 0.00
F -6.24681 0.64896 1.89601 0.0 0.1 0.0 0.00
C -4.24529 0.31721 0.68712 0.0 0.1 0.0 0.02
F -4.01358 1.62565 0.82011 0.0 0.1 0.0 0.01
C -3.35065 -0.49068 -0.01009 0.1 -0.1 0.0 0.04
S -1.89411 0.09571 -0.77820 -0.1 0.0 0.1 0.42
C -3.70877 -1.83715 -0.10112 0.1 -0.1 0.0 0.03
F -2.92835 -2.69085 -0.76478 0.0 0.0 -0.1 0.01
C -4.86640 -2.34342 0.45501 0.1 -0.2 -0.1 0.00
F -5.17114 -3.64225 0.33236 0.0 0.0 0.0 0.00
```
Forces are in eV/Å.